No. 1
Here is a structure of composition C25H29N3PPt at a distorted geometry from OMol25. Energies are from ωB97M-V/def2-TZVPD.

Structure (XYZ):
```
59
Properties=species:S:1:pos:R:3:forces:R:3:mulliken_charge:R:1
Pt 0.03274 -0.19089 1.24510 -0.47 1.07 1.03 0.85
N 2.33922 0.60085 0.97329 0.27 -0.11 -0.30 -0.34
C 2.43402 1.71310 0.05335 0.05 -0.14 0.19 0.28
C 3.55132 2.53685 0.08322 0.02 0.11 0.02 -0.46
C 3.65334 3.61145 -0.78516 0.01 0.00 0.00 -0.67
C 2.63483 3.86802 -1.69340 -0.01 0.00 0.00 -0.83
C 1.51728 3.05069 -1.72333 0.00 0.01 0.00 -0.77
C 1.39779 1.96724 -0.85093 -0.05 0.05 0.02 -0.02
P -0.08630 0.92001 -0.81470 0.37 -0.70 -0.38 1.17
C 0.31551 -0.50440 -1.88258 -0.09 0.02 -0.08 -0.06
C 1.60282 -0.73660 -2.35237 0.04 0.00 -0.04 -0.33
C 1.88838 -1.89927 -3.06204 -0.01 0.02 0.03 -0.82
C 0.88974 -2.82911 -3.30425 -0.05 0.00 0.01 -0.49
C -0.40322 -2.59936 -2.83984 0.04 0.04 0.02 -0.78
C -0.68938 -1.44680 -2.12551 0.07 -0.01 -0.04 -0.05
C -1.36155 1.82819 -1.71350 -0.05 0.01 0.12 0.27
C -1.45000 1.76579 -3.10269 -0.01 0.02 -0.07 -0.22
C -2.41107 2.51350 -3.76645 -0.03 0.02 0.03 -0.69
C -3.28574 3.32096 -3.04841 0.04 -0.03 -0.01 -0.52
C -3.20466 3.37964 -1.66366 0.02 -0.02 -0.01 -0.68
C -2.24600 2.63001 -0.99815 -0.04 0.05 0.02 -0.25
H 2.79303 -0.22910 0.60620 0.05 0.03 -0.08 0.27
H 2.77736 0.82511 1.85870 0.04 0.01 0.00 0.30
H 4.34788 2.32957 0.78961 -0.03 0.00 -0.03 0.44
H 4.53155 4.24357 -0.75602 -0.03 -0.01 0.00 0.40
H 2.70654 4.70828 -2.37236 0.01 -0.04 0.02 0.44
H 0.71905 3.26622 -2.42257 0.01 -0.02 0.02 0.40
H 2.38459 -0.00436 -2.17991 -0.02 -0.04 -0.03 0.47
H 2.89110 -2.07212 -3.43234 -0.02 0.01 0.02 0.43
H 1.11368 -3.73119 -3.85931 -0.01 0.02 0.02 0.41
H -1.18626 -3.32152 -3.03497 0.02 0.02 0.01 0.43
H -1.69534 -1.27195 -1.75785 0.02 -0.01 0.00 0.45
H -0.77279 1.13439 -3.66692 -0.02 0.02 0.03 0.47
H -2.47934 2.46367 -4.84550 0.00 0.01 0.02 0.42
H -4.03527 3.90157 -3.57024 0.01 -0.01 0.01 0.40
H -3.89160 4.00083 -1.10347 0.02 -0.01 -0.02 0.41
H -2.18588 2.66671 0.08448 -0.01 -0.01 -0.03 0.35
C -1.78419 -2.79570 1.63898 -0.02 -0.09 -0.08 -1.48
C -0.32239 -3.02417 2.03357 -0.03 -0.11 -0.08 0.94
C 0.09441 -4.47194 1.75603 0.00 -0.06 0.03 -1.64
C 0.62665 -2.12084 1.27947 0.00 0.35 -0.25 -0.92
H -2.45845 -3.28888 2.34117 0.04 -0.07 -0.04 0.41
H -1.97639 -3.20113 0.64051 0.01 0.04 0.04 0.30
H -2.04821 -1.73678 1.62008 -0.02 0.04 0.05 0.33
H -0.22013 -2.85015 3.10313 0.01 0.02 -0.01 -0.14
H -0.06047 -4.71896 0.70290 0.01 0.00 0.03 0.37
H -0.50448 -5.15782 2.35779 0.00 0.00 -0.03 0.43
H 1.14629 -4.64539 1.99409 -0.04 0.01 0.01 0.40
H 0.62848 -2.35004 0.20925 0.08 -0.14 -0.02 0.28
H 1.64572 -2.13749 1.67175 0.03 -0.11 0.08 0.66
N -1.29355 0.80732 3.75405 0.15 0.07 0.04 0.10
C -1.87285 0.55339 4.93557 -0.06 0.05 -0.05 -0.08
C -1.20933 -0.51824 5.48675 0.12 -0.02 0.04 -0.88
C -0.22000 -0.83719 4.55252 0.33 0.00 0.02 -0.45
N -0.25588 -0.02465 3.49686 -0.64 -0.35 -0.10 -0.31
H -1.48878 1.56139 3.11794 -0.07 -0.07 -0.05 0.14
H -2.70489 1.13996 5.29127 0.07 -0.01 -0.01 0.45
H -1.39868 -0.99152 6.43548 0.01 0.03 -0.07 0.40
H 0.53978 -1.60070 4.61534 -0.07 0.03 -0.02 0.63
```
Forces are in eV/Å.

Properties
**LUMO level (alpha / beta)**: -3.7 / -3.7 eV
**Charge**: +1
**E**: -1594.7345 Eh
**Frontier orbital gap (alpha / beta)**: 6.773 / 6.772 eV
**E_HOMO (alpha / beta)**: -10.451 / -10.447 eV
**Energy relative to the best compared isomer or geometry (same formula, charge and spin)**: 32.4 kcal per mole

=====

No. 2
Here is a structure of composition C25H29N7O9S2Zn at a distorted geometry from OMol25. Energies are from ωB97M-V/def2-TZVPD.

Structure (XYZ):
```
73
Properties=species:S:1:pos:R:3:forces:R:3:mulliken_charge:R:1
Zn -0.00543 0.37901 1.34275 0.23 0.61 -0.77 0.81
O 1.01887 -0.43799 5.13385 0.17 -0.02 0.22 -0.61
C 0.30337 -0.09099 4.01465 -0.47 0.28 0.65 0.66
O 0.96947 -0.16049 2.88855 0.48 0.08 -0.55 -0.65
C -0.32253 1.28051 4.26915 0.36 -0.17 0.27 -0.91
O -1.33403 1.48811 3.31275 -0.05 0.04 0.02 -0.30
C -2.43433 0.65181 3.59835 -0.21 -0.13 0.02 -0.39
C -2.05293 -0.82759 3.62875 -0.48 0.24 -0.11 0.63
O -2.85963 -1.69319 3.40185 -0.12 0.05 0.04 -0.66
O -0.80543 -1.11799 3.94015 0.28 -0.16 0.15 -0.21
H 1.51887 -1.24309 4.94725 -0.02 0.07 -0.12 0.36
H -0.70193 1.35041 5.29555 -0.04 0.05 -0.10 0.38
H 0.45037 2.02901 4.09205 -0.05 -0.03 0.13 0.33
H -2.86733 0.91071 4.57965 0.06 -0.06 -0.17 0.38
H -3.19103 0.82151 2.83165 0.11 -0.11 0.04 0.25
S -1.14403 1.89851 -0.02185 0.16 -0.02 0.90 -0.48
C -2.06173 0.58381 -0.72555 0.18 1.28 -0.20 0.40
N -2.63463 0.89661 -1.85715 0.10 0.33 -0.16 -0.88
N -3.46723 0.19811 -2.59155 0.33 0.08 -0.78 0.21
C -4.42003 -0.77229 -2.32105 -0.55 -0.70 0.32 0.72
C -4.84253 -1.11259 -1.03675 0.13 0.20 -0.07 -0.11
C -5.88363 -2.00599 -0.86915 -0.09 -0.03 -0.12 -0.66
C -6.50703 -2.58319 -1.96555 -0.05 -0.06 0.02 -0.49
C -6.07393 -2.26679 -3.24495 -0.06 0.02 0.07 -0.55
C -5.04733 -1.36279 -3.42375 0.22 0.11 0.17 -0.54
N -2.05693 -0.69119 -0.29705 0.43 -2.15 0.49 -0.53
N -1.19433 -1.07719 0.56515 -0.97 1.84 -1.01 0.78
C -1.06943 -2.43339 0.77415 -0.08 -1.55 0.14 0.57
C 0.07117 -2.88109 1.44965 -0.31 0.32 -0.24 0.06
C 0.27247 -4.23209 1.63535 0.01 -0.19 -0.03 -1.18
C -0.65343 -5.14809 1.15875 0.07 0.03 0.08 -0.46
C -1.79853 -4.70609 0.50785 0.02 -0.06 0.02 -0.69
C -2.01703 -3.35829 0.31645 0.10 0.24 0.08 -0.32
H -3.51233 0.56471 -3.53985 -0.06 0.00 0.49 0.24
H -4.36463 -0.66709 -0.18055 -0.07 -0.03 0.07 0.53
H -6.21073 -2.24969 0.13045 -0.03 -0.01 0.09 0.43
H -7.33283 -3.26459 -1.82605 -0.01 -0.10 0.02 0.40
H -6.54173 -2.71999 -4.10705 -0.04 -0.01 -0.04 0.37
H -4.71573 -1.10279 -4.41875 0.02 0.03 -0.15 0.34
H 0.77687 -2.15519 1.81975 0.10 0.04 0.08 0.27
H 1.15727 -4.57419 2.15215 0.05 -0.02 0.03 0.42
H -0.48633 -6.20489 1.31045 -0.02 -0.06 -0.01 0.39
H -2.52313 -5.42499 0.15615 -0.09 -0.03 -0.03 0.42
H -2.91413 -2.99579 -0.16185 -0.05 -0.03 -0.08 0.29
C 3.95227 5.37851 0.02125 0.18 0.04 0.08 -1.33
C 3.26077 4.46851 -0.97045 0.60 -0.38 -0.26 -0.26
S 4.55687 3.41161 -1.68785 -0.66 -0.14 -0.54 1.18
O 5.49547 4.24721 -2.37825 0.03 0.32 -0.26 -0.69
O 5.06197 2.52801 -0.67215 -0.10 0.24 0.22 -0.58
C 3.68297 2.38201 -2.95805 0.29 0.37 0.70 -0.85
C 3.91017 0.89671 -2.72545 0.34 0.16 -0.45 -1.19
N 3.29097 0.45481 -1.49695 0.08 -0.33 0.43 0.37
C 1.96387 0.40091 -1.25365 -0.13 -0.05 -0.03 0.55
N 1.72537 0.12721 0.02015 -0.20 0.05 -0.03 -0.02
C 2.92327 -0.00079 0.63005 1.08 0.04 -0.24 -0.96
C 3.91777 0.19851 -0.29475 -1.23 -0.25 0.60 -0.20
N 5.31347 0.04051 -0.10535 -0.02 -0.43 0.00 1.20
O 5.70407 0.02941 1.03545 0.18 0.10 0.39 -0.64
O 6.00077 -0.15559 -1.08825 0.40 -0.09 -0.19 -0.68
C 0.91757 0.56301 -2.28655 -0.07 0.09 -0.11 -1.40
H 3.24717 6.07181 0.47395 -0.05 -0.01 -0.01 0.38
H 4.73057 5.94171 -0.48925 0.02 0.12 0.07 0.36
H 4.41697 4.78241 0.80295 0.02 0.05 0.13 0.35
H 2.82767 5.02631 -1.79645 -0.12 -0.04 -0.12 0.43
H 2.52137 3.82601 -0.49865 -0.09 -0.15 -0.06 0.21
H 4.08957 2.68681 -3.91735 0.00 0.12 -0.06 0.55
H 2.63087 2.64521 -2.88885 -0.14 0.05 -0.13 0.42
H 4.98047 0.68811 -2.65235 -0.36 -0.04 -0.10 0.40
H 3.49447 0.31771 -3.55655 0.11 0.12 0.09 0.58
H 2.99017 -0.22999 1.67405 0.15 -0.03 0.20 0.91
H 1.33897 0.64411 -3.28255 0.03 -0.04 -0.12 0.50
H 0.30567 1.44071 -2.06905 0.02 -0.03 -0.04 0.12
H 0.25797 -0.30269 -2.25405 -0.07 -0.03 -0.03 0.28
```
Forces are in eV/Å.

Properties
**LUMO level (alpha / beta)**: -1.4 / -1.5 eV
**E**: -4606.1189 Eh
**Frontier orbital gap (alpha / beta)**: 6.098 / 5.928 eV
**E_HOMO (alpha / beta)**: -7.532 / -7.389 eV
**Energy relative to the best compared isomer or geometry (same formula, charge and spin)**: 41.1 kcal per mole

=====

No. 3
Here is a structure of composition C25H30AuN5O5PTe from OMol25. Energies are from ωB97M-V/def2-TZVPD.

Structure (XYZ):
```
68
Properties=species:S:1:pos:R:3:forces:R:3:mulliken_charge:R:1
Au -0.34568 -0.52756 1.82510 0.02 -0.10 -0.11 1.58
N 3.69745 -0.54310 2.45179 -0.03 -0.09 0.05 -0.03
C 3.86630 -1.09659 1.20494 0.02 0.02 0.00 -0.93
C 2.62415 -1.30143 0.69799 -0.02 -0.01 -0.03 -0.60
N 1.70460 -0.86253 1.62157 0.03 0.05 0.02 0.05
C 2.38882 -0.40533 2.66774 -0.02 0.03 0.01 0.16
C 1.60829 0.02346 3.80792 0.04 -0.05 -0.01 0.32
N 0.29777 -0.07940 3.66134 0.03 0.03 0.01 0.14
C -0.31313 0.36177 4.80689 -0.01 0.02 0.00 -0.35
C 0.67522 0.69113 5.67864 0.00 0.01 0.01 -0.76
N 1.87491 0.44117 5.04649 -0.02 0.01 -0.05 0.00
H 4.42881 -0.16077 3.02970 0.00 0.04 -0.02 0.26
H 4.83971 -1.29058 0.79281 0.00 -0.01 0.00 0.43
H 2.34094 -1.73665 -0.24198 0.00 0.01 0.00 0.70
H -1.38374 0.40165 4.90396 0.00 0.00 0.00 0.51
H 0.63123 1.07583 6.68111 0.00 -0.01 0.00 0.40
H 2.77901 0.72913 5.38415 0.00 0.01 0.00 0.28
C -1.38515 4.10205 -0.73793 0.00 0.01 0.00 -1.10
C 0.06478 3.95722 -1.13790 0.02 0.00 0.02 -0.01
O 0.91997 3.95751 0.03197 -0.06 0.05 -0.05 -0.30
P 1.36820 2.56151 0.65009 0.10 0.00 0.04 -0.64
O 0.21978 1.59746 0.70229 -0.12 0.05 0.11 -0.02
Te 2.58040 3.07577 2.61849 -0.03 -0.02 -0.02 -0.39
O 2.34526 1.93016 -0.47535 0.06 -0.04 -0.03 0.20
C 3.54638 2.61953 -0.86204 0.03 0.02 0.02 -0.36
C 4.09416 1.95184 -2.10067 -0.03 -0.01 0.00 -1.21
H -2.00905 4.16685 -1.63121 0.00 0.00 0.00 0.39
H -1.52949 5.00850 -0.15100 0.00 0.00 0.00 0.34
H -1.70197 3.24626 -0.14325 0.00 0.00 0.00 0.11
H 0.39793 4.80370 -1.73673 0.00 0.00 -0.01 0.43
H 0.23089 3.04123 -1.71121 -0.01 0.00 0.00 0.05
H 4.25480 2.57663 -0.03130 0.00 0.00 -0.01 0.29
H 3.31634 3.67068 -1.04862 -0.01 0.00 0.00 0.32
H 4.30937 0.89906 -1.90881 0.00 -0.01 0.00 0.26
H 5.01719 2.43953 -2.41388 0.01 0.00 0.01 0.45
H 3.37970 2.01726 -2.92197 0.01 0.01 -0.01 0.25
C -2.57572 -0.45183 -4.73233 0.00 0.00 -0.01 -1.96
C -1.55906 -0.42659 -3.62197 -0.01 -0.01 0.02 1.21
C -0.23158 -0.12850 -3.91663 0.01 0.00 0.00 -1.07
C 0.72992 -0.05250 -2.92469 0.00 0.00 -0.01 -1.59
C 0.38382 -0.31977 -1.61143 0.01 0.02 0.00 -0.08
C -0.91764 -0.66735 -1.32613 -0.01 -0.02 -0.02 -0.64
N -1.32297 -0.98584 0.05176 -0.02 -0.01 0.02 0.23
C -1.76391 -2.36643 0.29973 -0.02 0.00 0.02 1.09
C -1.38823 -3.39649 -0.53699 0.01 0.00 0.01 -0.84
C -1.83743 -4.68262 -0.25853 0.00 0.00 0.00 -0.72
C -2.65942 -4.92148 0.83123 0.00 -0.01 0.00 -0.72
C -3.02281 -3.87505 1.66652 0.00 0.01 0.01 -0.79
C -2.56300 -2.58876 1.42352 -0.01 0.01 -0.02 0.23
C -2.96130 -1.49958 2.38780 0.00 -0.02 0.04 0.47
O -3.90112 -1.60872 3.12143 0.01 0.00 -0.04 -0.59
O -2.23138 -0.36055 2.39103 0.02 0.00 -0.01 -0.74
C -1.92572 -0.68847 -2.29491 0.01 -0.01 -0.02 1.48
C -3.36158 -0.96693 -1.92931 0.00 0.00 0.00 -1.39
H -2.09132 -0.29275 -5.69342 0.00 0.00 0.00 0.40
H -3.32575 0.33112 -4.60640 0.00 0.00 0.00 0.41
H -3.10189 -1.40640 -4.77605 0.00 0.00 0.00 0.39
H 0.04217 0.07533 -4.94429 0.00 0.00 0.00 0.40
H 1.74486 0.23731 -3.16092 -0.01 0.00 0.00 0.55
H 1.09427 -0.15434 -0.82125 0.00 -0.02 0.01 0.21
H -2.13447 -0.38961 0.23312 0.01 0.03 0.02 0.76
H -0.77566 -3.19772 -1.40627 0.00 0.00 0.00 0.52
H -1.54884 -5.49652 -0.90990 0.00 0.00 0.00 0.46
H -3.01693 -5.92155 1.03319 0.00 0.00 0.00 0.43
H -3.66308 -4.03427 2.52368 0.00 0.00 0.00 0.54
H -3.53595 -2.02564 -1.72712 0.00 0.00 -0.01 0.27
H -4.03157 -0.67259 -2.73090 0.00 0.01 0.00 0.55
H -3.68089 -0.40789 -1.04464 0.00 -0.01 0.01 0.34
```
Forces are in eV/Å.

Properties
**LUMO level**: -4.6 eV
**Charge**: +1
**E**: -2365.5709 Eh
**Frontier orbital gap**: 4.984 eV
**E_HOMO**: -9.544 eV
**Energy relative to the best compared isomer or geometry (same formula, charge and spin)**: 40.1 kcal per mole